(1)
# C3H10IN2O

A molecular structure, C3H10IN2O at a distorted geometry (wB97M-V/def2-TZVPD, the OMol25 dataset).

The geometry in XYZ format:
```
17
Properties=species:S:1:pos:R:3:forces:R:3
H -0.666 2.336 -0.213 2.3 -2.5 1.7
H 1.592 1.880 1.182 0.6 0.2 -0.2
H -0.823 -3.186 0.124 -0.6 2.3 -1.6
H 1.652 0.259 0.525 -0.8 0.5 -0.2
H -1.029 -2.435 -1.443 -0.4 -0.3 1.5
O -0.294 -0.940 1.371 1.0 2.1 -2.3
H -0.585 -1.648 1.872 -1.0 -2.4 1.3
H 1.667 1.687 -0.617 0.0 -0.3 0.6
C 1.277 1.278 0.332 1.1 1.2 0.1
C -0.387 -1.137 -0.059 2.7 -0.8 1.8
I -3.102 0.227 -0.111 0.6 0.3 -0.1
N -0.159 1.464 0.325 -5.3 -1.0 -3.3
H -0.689 1.362 1.196 0.7 0.0 0.2
H 0.736 -1.118 -0.454 -2.2 -0.4 0.6
C -1.035 0.078 -0.553 0.5 3.4 -0.7
H -0.777 0.311 -1.618 -0.5 -0.1 1.0
N -1.164 -2.287 -0.409 1.1 -2.3 -0.2
```
Positions in Å, forces in eV/Å.

As for the charge: +1. Its HOMO energy is -13.56 eV. The LUMO energy is -3.7 eV. The strongest force on any atom comes out at 6.328 eV/A.

These are the natural (NBO) partial charges, in e, on atoms 1 to 6: 0.463, 0.243, 0.406, 0.253, 0.392, -0.747

(2)
# C7H10O

A molecular structure, C7H10O at a distorted geometry (wB97M-V/def2-TZVPD, the OMol25 dataset).

The geometry in XYZ format:
```
18
Properties=species:S:1:pos:R:3:forces:R:3
O 2.332 0.794 -0.262 -1.1 -6.5 2.8
H 0.469 -1.170 1.591 -0.3 -0.1 -1.1
H 2.572 -1.399 0.013 -0.7 2.2 0.7
C -0.150 -1.125 -0.695 -2.1 -1.6 1.6
C -0.387 0.623 0.749 -1.5 0.0 0.6
H -1.653 1.918 -0.414 -0.1 -0.1 0.3
H -2.612 0.464 1.090 -0.5 0.4 -0.3
H -0.077 1.269 1.516 -0.1 1.1 1.1
H -0.194 1.631 -1.279 0.3 -0.5 -0.1
H -2.167 -0.687 -1.560 0.4 1.2 0.6
H -0.449 -2.152 -0.500 -0.3 -0.3 0.0
C -1.798 -0.126 0.722 2.0 -2.2 2.8
H -1.616 -1.020 1.473 -1.2 1.0 -1.8
C -0.873 1.168 -0.558 0.3 1.1 -2.3
C 1.973 -0.387 0.223 0.4 4.8 -3.3
C 0.488 -0.580 0.642 2.5 0.1 -1.6
C -1.484 -0.232 -0.796 1.5 -1.5 0.6
H 0.462 -1.247 -1.563 0.6 0.8 -0.6
```
Positions in Å, forces in eV/Å.

As for the charge: 0. Its HOMO energy is -9.65 eV. The LUMO energy is 0.7 eV. The strongest force on any atom comes out at 7.166 eV/A.

These are the natural (NBO) partial charges, in e, on atoms 1 to 6: -0.559, 0.224, 0.143, -0.397, -0.218, 0.207

(3)
# C2H4ClFeI2O8S

A molecular structure, C2H4ClFeI2O8S at a distorted geometry (wB97M-V/def2-TZVPD, the OMol25 dataset).

The geometry in XYZ format:
```
19
Properties=species:S:1:pos:R:3:forces:R:3
O -18.865 -14.160 2.142 -0.2 0.0 -0.2
I -18.145 -17.905 6.473 0.0 0.1 0.0
O -16.440 -14.463 6.353 0.0 -0.1 0.1
H -15.902 -12.457 2.989 -0.2 0.1 0.0
C -15.913 -14.625 2.840 -0.3 -0.2 -0.1
O -17.506 -13.297 4.001 -0.3 0.0 -0.3
H -15.530 -13.286 4.521 -0.2 0.0 0.1
O -17.051 -15.461 3.161 0.4 0.1 0.0
S -18.292 -14.526 3.385 0.8 0.6 0.0
O -19.084 -15.095 4.405 -0.8 -0.4 0.4
C -16.136 -13.315 3.618 0.7 -0.1 -0.1
H -15.030 -15.168 3.157 0.0 0.0 0.1
O -15.908 -13.007 8.154 0.0 0.0 0.0
Cl -16.946 -13.739 7.511 -0.1 0.4 -0.1
O -18.019 -12.878 7.053 0.3 -0.2 0.1
I -21.368 -14.534 7.107 0.2 -0.1 0.0
Fe -18.933 -15.392 6.622 -0.3 -0.1 0.2
H -15.909 -14.477 1.761 0.1 0.1 0.0
O -17.529 -14.728 8.415 -0.1 -0.1 -0.1
```
Positions in Å, forces in eV/Å.

As for the charge: -1. As for the expectation value of S²: 6.008. Its HOMO energy (alpha / beta) is -5.35 / -5.32 eV. The LUMO energy (alpha / beta) is 2.4 / 2.4 eV. The strongest force on any atom comes out at 1.027 eV/A. The spin multiplicity is 5.

These are the natural (NBO) partial charges, in e, on atoms 1 to 6: -0.907, -0.714, -0.888, 0.189, -0.106, -0.668

(4)
# C5H12

A single C5H12 molecule at a distorted geometry (wB97M-V/def2-TZVPD, the OMol25 dataset).

The geometry in XYZ format:
```
17
Properties=species:S:1:pos:R:3:forces:R:3
C 0.878 -0.381 -0.197 0.9 -1.8 0.9
H 0.429 1.756 -0.140 0.0 -0.3 -0.1
H -1.258 0.602 -1.381 -0.5 0.2 -0.6
H -1.919 -0.789 1.246 0.3 -0.2 0.6
H 2.655 0.199 1.087 -0.5 -0.9 -0.7
H -3.007 -0.932 -0.052 -1.4 0.0 -0.7
C 2.397 -0.178 0.056 1.3 -0.1 -0.8
H 0.592 -1.268 0.487 0.4 1.2 -1.2
H 2.889 0.628 -0.582 -0.9 -1.0 0.3
H -2.002 1.508 0.017 0.2 -0.9 -0.6
C 0.019 0.810 0.252 -0.5 0.1 -1.5
C -2.001 -0.735 0.175 2.6 0.0 -1.2
C -1.400 0.619 -0.315 -0.5 0.3 1.3
H -0.072 0.991 1.319 0.4 -0.6 0.4
H 0.731 -0.796 -1.294 0.0 1.3 2.1
H -1.344 -1.541 -0.319 -1.3 0.9 1.0
H 2.945 -1.170 -0.215 -0.7 1.8 0.8
```
Positions in Å, forces in eV/Å.

As for the charge: 0. Its HOMO energy is -10.61 eV. The LUMO energy is 1.3 eV. The strongest force on any atom comes out at 2.886 eV/A.

These are the natural (NBO) partial charges, in e, on atoms 1 to 6: -0.413, 0.198, 0.194, 0.198, 0.209, 0.210

Calculated molar mass, 217.03, 110.16, 533.22, 72.15 Da (same order as the records).
Calculated energy relative to the best compared isomer or geometry (same formula, charge and spin), 40.6, 73.5, 4.6, 22.2 kcal/mol (same order as the records).
Calculated energy, -602.4269, -347.8460, -3397.9097, -197.6737 Eh (same order as the records).